*1*
{"formula": "C3H10N2O2", "method": "ωB97M-V with the def2-TZVPD basis set", "symbols": ["O", "O", "N", "N", "C", "C", "C", "H", "H", "H", "H", "H", "H", "H", "H", "H", "H"], "positions_angstrom": [[-0.218, -2.208, -1.381], [1.205, -0.170, 2.449], [-0.617, 0.527, -0.178], [1.562, -1.465, 0.628], [0.669, 0.830, 0.431], [-1.570, 1.731, -0.368], [1.178, -0.324, 1.224], [1.696, -2.376, 1.097], [0.569, 1.779, 1.050], [-0.281, -2.308, -2.352], [1.372, -1.577, -0.283], [-1.001, 2.650, -0.489], [-2.123, 1.360, -1.295], [-1.151, -0.160, 0.365], [-0.483, -1.259, -0.987], [-2.153, 1.745, 0.552], [1.344, 1.226, -0.464]], "mulliken_charge": [-0.75, -0.62, -0.47, -0.40, -0.49, -0.96, 0.50, 0.23, 0.40, 0.32, 0.23, 0.33, 0.31, 0.31, 0.51, 0.31, 0.24], "smiles": "CNCC(N)=O.O", "homo_lumo_gap_ev": 10.00}


*2*
{"formula": "C3H10N2O2", "method": "ωB97M-V with the def2-TZVPD basis set", "symbols": ["O", "O", "N", "N", "C", "C", "C", "H", "H", "H", "H", "H", "H", "H", "H", "H", "H"], "positions_angstrom": [[-0.048, 0.089, 0.656], [0.757, 1.183, 0.081], [1.278, -1.009, -1.300], [2.676, -0.381, 0.484], [-2.479, 0.180, 0.521], [-1.318, 0.893, -0.118], [1.354, -0.717, 0.089], [0.364, -1.360, -1.555], [-3.398, 0.576, 0.077], [2.700, -0.175, 1.476], [-2.508, 0.370, 1.592], [-2.441, -0.894, 0.349], [-1.336, 1.962, 0.066], [1.098, -1.639, 0.625], [1.497, -0.183, -1.847], [2.986, 0.442, -0.024], [-1.181, 0.662, -1.171]], "mulliken_charge": [-0.17, -0.63, -0.57, -0.54, -1.09, -0.07, 0.10, 0.27, 0.39, 0.30, 0.29, 0.28, 0.29, 0.31, 0.27, 0.30, 0.27], "homo_lumo_gap_ev": 8.81}


*3*
{"formula": "C3H10N2O2", "method": "ωB97M-V with the def2-TZVPD basis set", "symbols": ["O", "O", "N", "N", "C", "C", "C", "H", "H", "H", "H", "H", "H", "H", "H", "H", "H"], "positions_angstrom": [[1.680, -0.097, -2.006], [-1.467, -0.084, -1.360], [-0.048, -1.849, -0.995], [-0.297, -0.509, -0.665], [0.966, 0.401, -1.105], [0.122, 0.007, 1.382], [-0.532, 1.338, 1.507], [-1.698, -0.845, -1.919], [-0.845, 1.480, 2.550], [0.525, 1.411, -1.222], [0.094, -2.390, -0.150], [-0.497, -0.850, 1.610], [-1.422, 1.400, 0.881], [1.114, -0.097, 1.809], [0.802, -1.852, -1.574], [0.142, 2.154, 1.250], [1.362, 0.380, 0.007]], "mulliken_charge": [-0.70, -0.49, -0.81, 0.34, 0.11, -0.35, -0.93, 0.40, 0.36, 0.26, 0.23, 0.31, 0.31, 0.41, 0.27, 0.28, 0.02], "homo_lumo_gap_ev": 7.40}


*4*
{"formula": "C3H10N2O2", "method": "ωB97M-V with the def2-TZVPD basis set", "symbols": ["O", "O", "N", "N", "C", "C", "C", "H", "H", "H", "H", "H", "H", "H", "H", "H", "H"], "positions_angstrom": [[-2.736, 1.710, 1.281], [2.271, -2.547, -2.499], [-0.092, 0.679, 1.028], [0.429, -1.587, 1.293], [-2.059, 2.088, 0.369], [-0.004, -0.552, 0.297], [-0.521, 1.863, 0.384], [1.426, -1.636, 1.173], [0.103, -2.461, 0.981], [0.825, -0.596, -0.413], [1.694, -2.175, -3.175], [-0.408, 0.529, 1.972], [-0.956, -0.812, -0.175], [2.833, -1.800, -2.268], [-0.155, 1.971, -0.628], [-0.202, 2.765, 0.933], [-2.446, 2.562, -0.554]], "mulliken_charge": [-0.47, -0.64, -0.34, -0.66, 0.09, -0.25, -0.62, 0.25, 0.23, 0.17, 0.32, 0.26, 0.36, 0.31, 0.36, 0.30, 0.32], "smiles": "NCNCC=O.O", "homo_lumo_gap_ev": 9.06}


Most stable to least stable, the ends of the list are *1* and *2*.


*1*
{"formula": "C3H10N2O2", "method": "ωB97M-V with the def2-TZVPD basis set", "symbols": ["O", "O", "N", "N", "C", "C", "C", "H", "H", "H", "H", "H", "H", "H", "H", "H", "H"], "positions_angstrom": [[2.069, -2.749, 1.375], [1.890, -0.581, 1.829], [-0.814, 0.310, -0.404], [1.890, -1.264, -0.355], [1.966, -1.626, 0.971], [-1.849, 0.583, -1.399], [-0.770, 1.362, 0.606], [-1.664, 1.547, -1.866], [1.971, -2.084, -0.930], [-1.817, -0.163, -2.175], [-0.392, 2.270, 0.143], [1.184, -0.597, -0.631], [-2.851, 0.628, -0.974], [-1.070, -0.568, 0.036], [-0.065, 1.106, 1.394], [-1.749, 1.591, 1.036], [2.068, 0.233, 1.344]], "mulliken_charge": [-0.55, -0.49, -0.31, -0.50, 0.64, -0.96, -0.90, 0.30, 0.25, 0.32, 0.35, 0.35, 0.32, 0.24, 0.24, 0.35, 0.34], "smiles": "NC(=O)O.CNC", "homo_lumo_gap_ev": 10.39}


*2*
{"formula": "C3H10N2O2", "method": "ωB97M-V with the def2-TZVPD basis set", "symbols": ["O", "O", "N", "N", "C", "C", "C", "H", "H", "H", "H", "H", "H", "H", "H", "H", "H"], "positions_angstrom": [[0.285, -0.155, -1.867], [-0.879, 1.421, 3.293], [0.268, -2.562, -1.666], [-0.825, 0.277, 0.746], [1.019, -1.361, -1.954], [-0.375, 2.072, 2.418], [-0.112, 1.517, 1.039], [-0.109, -0.084, -0.987], [-0.399, 2.277, 0.306], [1.390, -1.469, -2.972], [-0.047, 3.111, 2.622], [-1.821, 0.441, 0.830], [-0.007, -2.628, -0.702], [0.957, 1.335, 0.901], [1.874, -1.276, -1.273], [-0.582, -2.516, -2.209], [-0.637, -0.399, 1.475]], "mulliken_charge": [-0.53, -0.46, -0.58, -0.62, -0.25, 0.05, -0.51, 0.40, 0.35, 0.27, 0.35, 0.22, 0.23, 0.31, 0.29, 0.25, 0.24], "smiles": "NCC=O.NCO", "homo_lumo_gap_ev": 10.04}


*3*
{"formula": "C3H10N2O2", "method": "ωB97M-V with the def2-TZVPD basis set", "symbols": ["O", "O", "N", "N", "C", "C", "C", "H", "H", "H", "H", "H", "H", "H", "H", "H", "H"], "positions_angstrom": [[1.738, -1.378, 1.956], [-0.412, 0.853, 3.065], [1.326, 0.137, 0.137], [-1.921, 0.295, -2.078], [-0.950, -0.194, -0.936], [0.396, 0.498, -0.924], [1.438, -1.077, 0.784], [1.505, -1.795, 0.007], [0.119, 1.532, -0.860], [-0.557, -1.202, -1.202], [0.826, 0.364, -1.952], [0.294, 0.256, 2.673], [0.040, 1.048, 3.885], [-1.377, 0.520, -2.859], [1.593, 1.015, 0.667], [-1.474, -0.453, 0.028], [-2.584, -0.420, -2.390]], "mulliken_charge": [-0.55, -0.63, -0.06, -0.64, -0.33, -0.65, -0.02, 0.36, 0.34, 0.26, 0.25, 0.28, 0.30, 0.21, 0.30, 0.33, 0.24], "smiles": "NCCNC=O.O", "homo_lumo_gap_ev": 10.54}


Most stable to least stable, the ends of the list are *1* and *3*.


*1*
{"formula": "C16H20NO", "method": "ωB97M-V with the def2-TZVPD basis set", "symbols": ["O", "N", "C", "C", "C", "C", "C", "C", "C", "C", "C", "C", "C", "C", "C", "C", "C", "C", "H", "H", "H", "H", "H", "H", "H", "H", "H", "H", "H", "H", "H", "H", "H", "H", "H", "H", "H", "H"], "positions_angstrom": [[-4.208, -0.593, 2.198], [1.451, 1.058, 0.824], [0.949, -0.663, 0.071], [-1.984, -1.388, 2.266], [2.554, -0.045, -3.836], [2.825, 1.527, 0.519], [2.600, -1.236, -1.733], [-0.725, -1.413, 1.753], [1.338, 0.559, -3.471], [-3.061, -0.872, 1.511], [-0.429, -0.882, 0.445], [0.776, 0.302, -2.225], [-2.837, -0.575, 0.132], [3.171, -0.952, -2.960], [-1.565, -0.688, -0.398], [1.075, 1.313, 2.234], [-5.276, 0.079, 1.489], [1.423, -0.551, -1.321], [0.072, -1.883, 2.327], [2.977, 1.602, -0.585], [1.358, 2.390, 2.462], [1.576, 0.596, 2.922], [0.778, 1.537, 0.202], [1.669, -1.122, 0.747], [2.918, 2.580, 0.945], [3.042, -1.966, -1.057], [-1.457, -0.664, -1.496], [-0.160, 0.808, -1.928], [-3.646, -0.164, -0.494], [-6.114, 0.147, 2.178], [-5.552, -0.510, 0.606], [-4.945, 1.087, 1.198], [0.853, 1.297, -4.129], [3.042, 0.232, -4.788], [3.591, 0.841, 0.948], [-0.032, 1.228, 2.354], [-2.189, -1.634, 3.310], [4.139, -1.381, -3.220]], "mulliken_charge": [-0.40, -0.24, -0.32, -0.49, -0.41, -0.81, -0.21, -0.58, -0.86, 0.87, -0.02, -0.39, -0.52, -0.67, -0.58, -0.85, -0.77, 0.47, 0.40, 0.29, 0.35, 0.33, 0.42, 0.57, 0.35, 0.42, 0.78, 0.44, 0.34, 0.24, 0.33, 0.34, 0.37, 0.38, 0.33, 0.31, 0.41, 0.41], "homo_lumo_gap_ev": 8.00, "total_charge": 1}


*2*
{"formula": "C16H20NO", "method": "ωB97M-V with the def2-TZVPD basis set", "symbols": ["O", "N", "C", "C", "C", "C", "C", "C", "C", "C", "C", "C", "C", "C", "C", "C", "C", "C", "H", "H", "H", "H", "H", "H", "H", "H", "H", "H", "H", "H", "H", "H", "H", "H", "H", "H", "H", "H"], "positions_angstrom": [[2.899, 1.237, -1.535], [3.582, -0.735, -0.189], [-3.285, 0.673, 0.856], [-4.604, 1.078, 0.785], [0.549, -1.332, 1.330], [3.453, 0.471, 0.665], [0.684, -1.292, -1.064], [-2.786, -0.269, -0.042], [1.291, -1.515, 0.169], [-0.634, -0.890, -1.132], [2.742, -1.899, 0.225], [-1.384, -0.699, 0.030], [-5.446, 0.541, -0.175], [-0.772, -0.932, 1.261], [-3.639, -0.799, -1.009], [2.970, 1.683, -0.188], [1.622, 2.197, 0.302], [-4.961, -0.399, -1.069], [-2.629, 1.107, 1.597], [4.560, -1.017, -0.284], [2.951, -2.721, -0.464], [-4.977, 1.813, 1.481], [-3.272, -1.549, -1.694], [0.861, 1.425, 0.206], [1.693, 2.499, 1.342], [-5.615, -0.825, -1.815], [1.243, -1.443, -1.978], [2.386, 1.866, -2.053], [4.407, 0.696, 1.140], [3.715, 2.487, -0.121], [1.313, 3.064, -0.278], [3.248, -0.392, -1.121], [-6.478, 0.854, -0.226], [-1.342, -0.816, 2.169], [0.999, -1.523, 2.294], [2.716, 0.270, 1.442], [3.030, -2.202, 1.233], [-1.089, -0.710, -2.093]], "mulliken_charge": [-0.63, -0.01, -0.40, -0.68, -0.52, -0.96, -0.44, 0.21, 0.82, -0.94, -1.58, 0.61, -0.43, -0.64, -0.33, 0.70, -1.56, -0.68, 0.45, 0.42, 0.49, 0.40, 0.46, 0.44, 0.38, 0.40, 0.48, 0.36, 0.43, 0.38, 0.46, 0.36, 0.39, 0.59, 0.44, 0.23, 0.40, 0.50], "smiles": "C[C@H](O)C[NH2+]Cc1ccc(-c2ccccc2)cc1", "homo_lumo_gap_ev": 8.50, "total_charge": 1}


Most stable to least stable, the ends of the list are *2* and *1*.